No. 1
The following is a quantum chemistry calculation of a structure of composition C39H41As2F6NO4RhS in a non-equilibrium geometry, from the Open Molecules 2025 dataset.

Structure (XYZ):
```
95
Properties=species:S:1:pos:R:3:forces:R:3
Rh -0.629278 0.094525 -0.322325 -1.066 -0.679 2.587
O -2.895378 1.453025 2.958075 0.266 0.115 -0.090
C -2.160278 0.830225 2.224975 -1.104 -1.478 0.659
O -1.256178 1.299325 1.464275 1.993 0.543 -2.048
C -2.245078 -0.706475 2.218975 -0.092 0.517 0.081
C -3.018878 -1.350875 3.197975 -0.012 -0.234 -0.086
C -3.066378 -2.717675 3.201475 0.074 0.322 -0.037
C -2.290178 -3.437675 2.269275 0.198 0.336 -0.309
C -2.239878 -4.846475 2.240375 0.161 -0.139 -0.070
C -1.394678 -5.496875 1.384775 -0.215 0.005 0.207
C -0.566278 -4.768975 0.518175 0.062 0.304 -0.022
C -0.618278 -3.402275 0.490075 0.185 0.010 -0.158
C -1.492578 -2.702875 1.344375 -0.122 -0.821 0.045
N -1.539678 -1.350675 1.322975 0.445 1.411 -1.115
H -3.555178 -0.727475 3.896675 -0.043 -0.004 0.028
H -3.663078 -3.255475 3.925475 -0.053 -0.027 0.030
H -2.866978 -5.403475 2.918975 -0.072 -0.056 0.116
H -1.349478 -6.572575 1.376775 -0.037 -0.185 0.030
H 0.115622 -5.296075 -0.130825 0.068 -0.024 -0.111
H -0.013578 -2.828175 -0.197325 -0.040 -0.069 -0.034
C 2.449422 2.545125 -2.766625 -0.136 -0.080 0.045
C 3.207822 1.315225 -2.239125 -0.232 -0.223 0.075
C 2.144122 0.217125 -2.296125 0.577 -0.384 0.058
O 0.941422 0.903025 -1.982925 -0.617 -0.200 0.563
C 0.981222 2.083725 -2.765625 -0.233 0.701 -0.148
H 2.759022 2.821825 -3.773025 0.036 0.030 0.034
H 2.594022 3.398925 -2.109225 0.018 0.083 -0.033
H 3.508322 1.470925 -1.200925 0.078 -0.022 -0.093
H 4.080422 1.064925 -2.832725 0.142 -0.019 0.005
H 2.279422 -0.585375 -1.568725 0.009 0.069 -0.175
H 2.068022 -0.213975 -3.302925 -0.063 0.004 0.104
H 0.295222 2.801025 -2.305325 0.144 -0.163 -0.169
H 0.651422 1.847225 -3.790025 -0.036 0.010 0.234
C -1.559778 4.461025 -3.455525 -0.023 -0.196 0.133
As -2.727378 3.032225 -2.792225 -0.212 0.785 -0.251
C -4.267678 4.036925 -2.181925 -0.017 -0.002 -0.020
C -3.333978 2.297525 -4.511725 0.104 -0.109 0.229
S -1.999678 2.143925 -0.939625 -0.163 -0.183 -0.513
H -2.199678 5.170925 -3.984225 0.047 -0.095 0.007
H -0.815078 4.061125 -4.145225 -0.100 -0.012 0.065
H -1.056078 4.978025 -2.637825 -0.107 -0.136 0.020
H -4.591778 4.700525 -2.986025 -0.004 -0.054 0.061
H -3.991378 4.624125 -1.304325 0.053 -0.096 -0.106
H -5.079378 3.362025 -1.906825 0.129 -0.016 -0.059
H -3.776578 3.138925 -5.047425 0.062 0.087 0.159
H -4.083878 1.519225 -4.394925 0.087 0.061 0.120
H -2.491278 1.915325 -5.085525 -0.032 0.012 0.144
C 0.182922 -1.665575 5.518775 -0.053 0.060 -0.022
C 0.683922 -2.490375 4.525275 0.002 -0.071 0.030
C 1.037422 -1.963575 3.295675 0.195 0.075 -0.315
C 0.895822 -0.600075 3.050275 -0.252 -0.091 -0.103
C 0.352222 0.216225 4.039075 0.089 0.272 -0.237
C 0.008622 -0.313675 5.269875 0.004 -0.046 0.082
As 1.350222 0.168025 1.315175 0.289 -0.342 0.508
C 1.847122 1.966125 1.867375 -0.274 0.021 -0.344
C 1.319422 3.064725 1.206175 -0.150 -0.215 -0.216
C 1.596422 4.344725 1.658675 0.025 0.074 -0.024
C 2.411122 4.528225 2.763375 -0.002 0.016 -0.019
C 2.954222 3.432925 3.417975 0.022 -0.052 0.007
C 2.667822 2.152525 2.978375 0.013 -0.426 0.007
C 3.096522 -0.679675 0.972575 -0.378 0.014 -0.523
C 3.127422 -2.011875 0.566375 -0.298 0.001 0.094
C 4.331922 -2.642675 0.306775 -0.038 -0.067 -0.020
C 5.521822 -1.941775 0.421675 -0.048 0.041 -0.006
C 5.495522 -0.603975 0.781175 0.058 -0.031 -0.016
C 4.291322 0.029025 1.045575 -0.228 0.321 0.222
H -0.075778 -2.074775 6.483075 -0.041 -0.051 0.091
H 0.803022 -3.547575 4.709275 0.039 -0.095 -0.001
H 1.435222 -2.618475 2.528875 -0.023 -0.005 0.097
H 0.204022 1.272825 3.848075 -0.025 -0.042 0.047
H -0.396278 0.331725 6.034075 -0.045 0.073 0.058
H 0.661822 2.902325 0.358375 -0.033 0.136 0.023
H 1.164822 5.199725 1.159975 -0.037 0.044 -0.059
H 2.619622 5.524225 3.125375 0.009 0.072 -0.004
H 3.592022 3.575425 4.278075 0.025 -0.011 0.053
H 3.066422 1.288525 3.503175 -0.007 0.134 0.014
H 2.196622 -2.557375 0.449775 0.063 -0.061 -0.051
H 4.339022 -3.678275 0.001175 -0.006 -0.082 -0.009
H 6.461422 -2.434975 0.220475 0.057 -0.006 -0.021
H 6.416622 -0.044475 0.848775 0.059 0.050 0.031
H 4.287622 1.076325 1.329475 0.043 -0.097 -0.085
C -3.044778 -2.653875 -2.099525 0.323 0.183 -0.031
C -1.836178 -1.850375 -2.608225 -0.733 0.461 -1.012
O -0.961078 -1.489675 -1.656325 1.385 0.830 1.500
C -1.044278 -2.692375 -3.653525 0.006 0.092 0.045
F -0.379778 -3.669875 -3.035925 0.113 -0.248 0.264
F -0.138978 -1.944575 -4.296925 0.216 0.224 -0.070
F -1.808478 -3.265375 -4.587225 -0.286 -0.054 0.010
C -2.366978 -0.591275 -3.338825 -0.131 0.309 -0.167
F -1.417578 0.346125 -3.504225 0.433 -0.151 -0.116
F -2.878878 -0.816275 -4.552925 -0.122 -0.348 -0.202
F -3.339478 0.020325 -2.633625 -0.276 -0.419 0.266
H -2.698878 -3.624575 -1.755525 -0.018 -0.086 0.047
H -3.784378 -2.784975 -2.886125 -0.067 -0.081 -0.009
H -3.488978 -2.112275 -1.265825 -0.003 -0.024 -0.007
```
Positions in Å, forces in eV/Å.

## Properties
Frontier orbital gap (alpha / beta), eV: 6.661 / 6.621
Total charge: +1
Energy above the lowest of the compared OMol25 structures with the same formula, charge and spin, kcal per mole: 22.5
Calculated total energy, Eh: -7445.7118
Highest occupied orbital energy (alpha / beta), Ha: -0.41114 / -0.41559
F_max, eV/Å: 2.91

Here are the Löwdin charges for atoms 1 to 5, given in e: atom 1 (Rh): 0.872, atom 2 (O): 0.105, atom 3 (C): -0.626, atom 4 (O): -0.267, atom 5 (C): -0.163



No. 2
The following is a quantum chemistry calculation of an isolated molecule of C4H5N3O in a non-equilibrium geometry, from the Open Molecules 2025 dataset.

Structure (XYZ):
```
13
Properties=species:S:1:pos:R:3:forces:R:3
C 0.636352 -0.604458 -0.391302 -0.599 0.097 -0.580
C -0.652763 -0.612087 -0.009220 0.056 -0.314 0.804
C 3.136879 -0.001272 0.058478 0.609 0.969 0.615
C -2.957410 0.076609 -0.071623 -1.378 -2.219 3.181
N 1.836780 -0.371842 0.344965 -0.679 0.441 0.879
N -1.841886 -0.818824 0.216308 1.807 0.108 -0.816
N 2.347249 1.104191 0.479792 0.545 -0.875 -1.918
O 4.271432 -0.320601 -0.210561 -2.564 0.285 0.211
H 0.657730 -0.708093 -1.468990 0.543 -0.168 -0.170
H -2.697484 1.077902 0.011378 0.405 1.954 0.376
H -3.810155 -0.228201 0.690660 1.626 0.908 -1.739
H -3.270961 -0.108047 -1.051821 -0.655 -0.461 -1.439
H 2.344235 1.514722 1.401940 0.285 -0.728 0.595
```
Positions in Å, forces in eV/Å.

## Properties
Frontier orbital gap, eV: 9.441
Energy above the lowest of the compared OMol25 structures with the same formula, charge and spin, kcal per mole: 129.1
Calculated total energy, Eh: -394.7617
Highest occupied orbital energy, Ha: -0.32437
F_max, eV/Å: 4.12

Here are the Löwdin charges for atoms 1 to 5, given in e: atom 1 (C): -0.108, atom 2 (C): -0.076, atom 3 (C): -0.484, atom 4 (C): -0.092, atom 5 (N): 0.034



No. 3
The following is a quantum chemistry calculation of a structure of composition C36H59LaN7PSi3, from the Open Molecules 2025 dataset.

Structure (XYZ):
```
107
Properties=species:S:1:pos:R:3:forces:R:3
La -0.165905 -0.520014 0.290605 0.212 -0.025 0.082
C -0.077446 -4.236634 4.189903 -0.005 -0.028 -0.040
Si -0.616338 -2.952024 2.950403 -0.004 0.138 0.077
C -1.374098 -3.874530 1.489342 0.008 0.037 0.034
C -2.105425 -2.038775 3.651174 0.076 -0.043 0.075
C 0.719488 -1.758991 2.397202 -0.201 0.487 -0.448
Si 1.247147 -0.533654 3.738364 0.192 -0.029 -0.130
C 0.009150 0.853335 4.039512 0.003 -0.029 -0.031
C 2.778414 0.436259 3.223816 0.010 -0.050 0.025
C 1.626011 -1.355652 5.374737 -0.149 0.063 0.031
Si 2.219400 -2.619393 1.728541 -0.117 0.013 0.062
C 1.795827 -3.951578 0.472319 0.034 -0.022 0.065
C 3.422177 -3.343427 2.957104 0.053 0.035 -0.067
C 3.190916 -1.347285 0.679720 0.051 0.001 -0.058
C 4.579098 -1.386992 0.585628 -0.059 0.011 -0.012
C 5.264899 -0.416121 -0.123385 -0.007 0.032 0.003
C 4.544943 0.607164 -0.720702 -0.002 -0.001 0.000
C 3.170267 0.589621 -0.613024 -0.006 0.029 -0.004
N 2.499125 -0.369551 0.043217 -0.535 0.017 0.062
H -0.905555 -4.917616 4.397317 -0.027 -0.017 0.004
H 0.232361 -3.793560 5.134541 0.024 0.017 0.047
H 0.750884 -4.839784 3.815745 0.031 -0.046 -0.016
H -2.366522 -4.223708 1.782623 -0.033 -0.018 0.005
H -0.792915 -4.746611 1.197897 0.042 -0.043 -0.025
H -1.511584 -3.263978 0.589026 -0.030 0.008 -0.054
H -2.853017 -2.769883 3.964689 -0.017 -0.037 -0.004
H -2.591587 -1.412653 2.897298 -0.039 -0.016 -0.016
H -1.873240 -1.423696 4.517929 -0.007 0.075 0.053
H -0.054854 1.537569 3.187744 -0.011 0.038 -0.037
H 0.383701 1.449588 4.874716 0.030 0.020 0.021
H -0.994653 0.531925 4.302211 -0.095 -0.031 0.020
H 2.626452 1.021524 2.313925 0.008 0.022 -0.012
H 3.665421 -0.179137 3.077392 0.057 -0.013 -0.002
H 3.010121 1.143084 4.022959 -0.006 0.023 0.046
H 0.717488 -1.572192 5.938844 -0.046 -0.035 0.029
H 2.234864 -0.691516 5.990149 0.010 0.047 0.025
H 2.170032 -2.289133 5.253936 0.064 -0.065 -0.011
H 1.556406 -4.894908 0.965854 -0.055 -0.041 -0.001
H 2.642822 -4.136155 -0.191657 0.037 -0.013 0.002
H 0.936209 -3.692585 -0.146907 -0.074 -0.008 -0.071
H 2.893985 -3.970280 3.674467 -0.023 -0.041 0.036
H 3.962719 -2.582049 3.519375 0.011 0.031 0.039
H 4.154935 -3.977443 2.453958 0.030 -0.010 -0.017
H 5.121563 -2.170411 1.096361 0.017 -0.030 0.010
H 6.344130 -0.439143 -0.189175 0.028 -0.008 -0.002
H 5.034587 1.407887 -1.255084 0.007 0.020 -0.009
H 2.580621 1.380824 -1.055300 -0.021 0.000 -0.037
N 1.138869 1.246296 -3.104552 0.114 -0.181 -0.012
C 0.323452 2.152408 -2.554037 -0.141 0.050 -0.032
N 0.118579 3.242181 -3.281769 0.024 -0.028 0.033
C -0.679642 4.156277 -2.740586 0.026 0.034 -0.026
N -0.926418 5.271848 -3.416785 0.014 0.004 -0.001
N -1.279598 4.015889 -1.535860 0.031 -0.009 -0.009
C -1.015740 2.905030 -0.901258 -0.012 -0.020 0.029
N -0.214921 1.902530 -1.324043 0.171 -0.008 0.195
C -1.737431 2.768122 0.398679 -0.017 0.049 0.067
C -2.335105 3.887923 0.955578 -0.019 0.011 -0.032
C -3.066492 3.755891 2.124051 0.007 -0.047 0.015
C -3.196775 2.500629 2.691042 0.006 0.005 -0.029
C -2.560557 1.437561 2.080110 -0.046 -0.010 -0.027
N -1.829979 1.555648 0.964892 0.375 -0.475 -0.082
H 1.437384 1.427751 -4.047884 0.019 -0.011 -0.040
H 1.201380 0.299876 -2.771025 0.001 -0.062 -0.016
H -0.498110 5.417760 -4.315126 -0.006 0.002 0.018
H -1.528363 5.973185 -3.021324 0.010 -0.007 -0.011
H -2.229289 4.838213 0.455915 0.004 -0.014 0.022
H -3.534266 4.618627 2.576085 -0.016 0.031 0.018
H -3.767025 2.340479 3.593818 -0.021 -0.013 0.020
H -2.636020 0.448724 2.508869 0.018 -0.011 0.030
C -2.081597 -4.313589 -4.005170 0.018 -0.011 -0.004
C -1.924908 -4.101869 -2.496774 -0.067 -0.001 0.110
C -3.167645 -4.605138 -1.750952 0.008 0.008 -0.049
C -0.731442 -4.940916 -2.032481 0.005 0.029 -0.001
P -1.595630 -2.284544 -2.075534 0.019 0.017 0.003
C -0.311255 -1.876271 -3.306970 0.003 0.030 0.037
C -0.526088 -1.462964 -4.621926 0.007 0.002 -0.009
C 0.538959 -1.329141 -5.499595 -0.019 0.017 0.005
C 1.834647 -1.620460 -5.087738 0.009 0.034 0.037
C 2.069519 -2.027304 -3.782860 -0.020 0.071 0.006
C 1.002341 -2.139585 -2.899181 -0.005 0.040 0.055
C -3.147336 -1.259362 -2.354171 -0.022 -0.066 0.015
C -4.046829 -1.621929 -3.537699 0.014 0.046 -0.008
C -2.732699 0.206185 -2.486763 0.029 -0.041 -0.002
C -3.959374 -1.388409 -1.052512 0.018 -0.022 0.010
H -2.384582 -5.349921 -4.167509 0.004 -0.017 -0.010
H -1.138169 -4.164550 -4.529707 0.005 0.008 -0.003
H -2.835333 -3.679202 -4.461686 -0.023 0.018 -0.020
H -3.221702 -5.688559 -1.870261 0.000 -0.014 -0.016
H -4.094311 -4.194449 -2.144590 -0.026 0.028 -0.021
H -3.117734 -4.400101 -0.682328 0.014 -0.003 0.049
H -0.892521 -5.968567 -2.363567 -0.006 -0.011 -0.009
H -0.648276 -4.957431 -0.949659 0.033 0.010 0.059
H 0.212425 -4.610129 -2.465239 0.019 0.010 -0.015
H -1.528083 -1.272284 -4.979265 -0.008 0.020 -0.003
H 0.355213 -1.018764 -6.519198 -0.006 0.003 -0.022
H 2.655629 -1.537994 -5.786076 0.025 0.001 -0.025
H 3.072229 -2.266769 -3.454518 0.018 0.002 0.010
H 1.198387 -2.502368 -1.892036 0.009 0.018 -0.035
H -3.553843 -1.469389 -4.496825 -0.009 -0.020 -0.006
H -4.919163 -0.965024 -3.516518 -0.010 0.015 -0.008
H -4.412558 -2.643024 -3.497165 -0.017 -0.037 0.014
H -2.103786 0.398774 -3.355583 0.027 -0.006 -0.025
H -2.200450 0.554737 -1.599358 -0.021 0.013 0.012
H -3.630769 0.821078 -2.576426 -0.012 0.020 0.011
H -4.312598 -2.402035 -0.875067 -0.002 0.019 0.018
H -4.831118 -0.733418 -1.102566 -0.013 0.014 -0.017
H -3.376695 -1.079677 -0.173335 0.001 -0.001 -0.019
```
Positions in Å, forces in eV/Å.

## Properties
Frontier orbital gap, eV: 7.512
Total charge: +2
Energy above the lowest of the compared OMol25 structures with the same formula, charge and spin, kcal per mole: 0.0
Calculated total energy, Eh: -3031.6955
Highest occupied orbital energy, Ha: -0.48159
F_max, eV/Å: 0.69

Here are the Löwdin charges for atoms 1 to 5, given in e: atom 1 (La): 1.875, atom 2 (C): -0.152, atom 3 (Si): 0.335, atom 4 (C): -0.195, atom 5 (C): -0.167